The following is a DFT calculation (ωB97M-V/def2-TZVPD) of 2 unconnected molecules or ions with the total composition C24H29N3S2 in a non-equilibrium geometry.

Computed properties:
Maximum force, eV/Å: 3.19
Electronic energy, eV: -51496.048
Relative energy (zero: lowest compared OMol25 entry of this formula, charge and spin), kcal/mol: 68.38
HOMO, eV: -6.873

Structure (ORCA input):
```
! RIJCOSX wB97M-V def2-TZVPD def2/J DEFGRID3
* xyz 0 1
H 3.89 3.14 -3.66
C -1.92 -3.99 1.10
H -2.19 -3.10 1.66
H 1.98 4.76 -3.11
C -0.29 1.87 4.10
H 1.12 5.05 4.21
H 0.88 -2.78 -2.51
H -1.08 5.52 3.01
H -0.95 -7.16 -1.02
S -0.42 -0.26 1.98
C 3.13 2.43 -4.02
H 0.29 -6.55 -2.59
H -1.26 -1.23 0.59
N -0.95 2.15 2.82
H 1.57 2.73 -0.69
C 0.78 2.93 4.39
C -0.82 -5.03 -0.77
C -0.56 4.56 2.98
H -0.47 -1.23 -2.92
H -1.02 1.88 4.94
H 0.66 0.88 0.67
C 1.22 1.71 -2.60
C 0.63 0.57 -3.20
C -1.60 3.45 2.77
C -0.51 -1.42 -0.24
H -0.33 4.64 5.12
H 0.66 0.48 -4.29
C -2.36 -5.26 1.50
H 0.22 -5.26 -3.84
C -1.50 1.10 2.08
H 3.48 1.42 -3.81
C -1.12 -3.87 -0.02
H 0.33 4.07 -3.10
C -0.45 -2.74 -0.67
H -2.39 3.53 3.55
C 0.06 -0.35 -1.00
H 1.68 -5.44 -2.83
H 1.18 2.79 5.40
S -3.08 1.20 1.45
H -2.98 -5.39 2.39
C -2.02 -6.41 0.75
H 1.23 4.22 -4.63
N 0.01 -4.65 -1.83
H 1.62 2.78 3.69
N 1.86 2.67 -3.36
C 0.63 0.81 -0.44
C 0.03 -0.40 -2.43
C 1.15 1.84 -1.19
C 0.27 4.36 4.24
C 0.25 -3.32 -1.78
H -2.08 3.54 1.79
H 3.04 2.56 -5.10
H 0.15 0.86 4.08
C 0.58 -5.52 -2.83
H 0.11 4.57 2.10
C 1.32 4.00 -3.55
H -2.36 -7.40 1.07
C -1.24 -6.31 -0.41
*
```

The following is a DFT calculation (ωB97M-V/def2-TZVPD) of a molecular structure, C32H70AlN4O4 in a non-equilibrium geometry.

Computed properties:
Maximum force, eV/Å: 2.01
Electronic energy, eV: -55067.162
Relative energy (zero: lowest compared OMol25 entry of this formula, charge and spin), kcal/mol: 0.00
HOMO, eV: -3.815

Structure (ORCA input):
```
! RIJCOSX wB97M-V def2-TZVPD def2/J DEFGRID3
* xyz -1 1
N -1.69 -2.85 -4.04
C -1.27 2.54 2.34
N -0.71 -3.13 4.72
C 2.72 2.97 -0.40
H -1.42 -10.42 2.24
H -2.49 -2.49 2.70
H 0.23 5.75 -2.13
H -1.91 4.09 -0.17
C -1.89 1.33 -3.04
H 2.91 2.21 0.36
C -2.77 -3.79 -2.05
H 2.46 -3.44 1.40
H 0.20 -3.38 5.07
H 0.31 -4.05 0.37
H 3.05 4.94 2.14
H 3.28 -5.48 -1.29
H -3.24 4.74 2.06
C 4.00 3.81 -0.53
H -3.02 -9.73 1.87
O 0.21 -5.23 -1.66
H 1.15 4.44 2.53
H 1.42 7.33 2.35
H 0.50 -0.45 -2.58
H -1.41 1.12 -3.99
H -2.94 2.99 -3.82
C -2.52 -2.64 -2.99
N 1.16 -4.58 0.24
O -0.33 -4.68 3.14
H 0.21 5.28 3.78
C -2.18 1.55 2.42
H -1.35 0.04 -1.39
C -1.48 -9.25 0.44
H 3.22 1.92 -2.22
H -0.95 1.71 -1.14
C -1.09 3.73 -3.06
H -1.74 -6.59 2.24
C -1.46 -2.09 5.42
H 3.07 7.73 1.14
H 2.55 -6.87 -0.45
H 1.98 5.54 0.16
H -0.55 3.72 -2.12
H -1.51 5.39 -4.38
C 1.18 -5.29 -0.91
H -2.57 -4.17 2.15
H 1.70 -4.82 2.22
H 1.66 2.80 -2.28
H -1.84 -4.13 -1.59
C -0.42 5.74 1.80
H -2.52 1.11 3.35
H 0.11 -3.86 -4.39
H -3.45 -3.46 -1.27
C 2.40 -6.12 -1.22
H 1.86 6.78 3.94
H -0.30 2.38 2.82
N -1.07 -8.04 0.89
H -3.24 -4.63 -2.58
H -0.95 6.60 2.21
H -2.54 5.27 -2.98
C -0.63 6.20 -2.60
H 2.22 0.11 -1.14
H -0.65 -7.45 0.18
H 1.86 3.52 -0.05
H 0.68 1.17 -3.28
C -1.15 -7.51 2.24
H 3.03 -5.09 1.09
O -1.34 -9.56 -0.74
H 0.00 6.07 0.85
H 4.57 6.88 0.98
C -1.51 5.17 -3.32
H 4.54 3.76 0.41
H 1.03 1.14 -0.40
C 3.11 6.01 2.35
H 3.54 5.30 -2.04
H -0.89 -1.16 5.42
H -1.26 -4.41 -5.38
H -3.22 -3.73 3.74
C 1.76 6.46 2.91
H 2.25 -6.61 -2.17
C 2.16 -4.48 1.29
H -1.57 -2.05 -4.63
H 3.89 6.18 3.08
C 2.86 6.08 -0.16
C 0.45 0.62 -2.38
C 1.54 0.93 -1.34
H -2.84 2.98 -2.08
C 2.34 2.22 -1.67
H -0.25 6.93 -3.31
H -0.42 3.39 -3.85
H 4.62 3.30 -1.26
H -0.16 -7.27 2.61
H 2.49 6.88 -0.80
H 4.78 5.73 -0.93
C -2.27 2.80 -2.98
C -2.12 -10.18 1.44
O -3.03 -1.54 -2.82
C -0.96 -4.07 -4.38
H -1.19 6.76 -1.86
H -1.15 -4.85 -3.66
Al -1.80 4.29 1.44
H -1.63 -2.40 6.45
H -2.64 1.21 1.50
H -2.79 0.73 -3.00
C 0.66 5.37 2.80
H -2.42 -1.92 4.94
C 3.81 5.24 -1.00
H -1.62 -8.22 2.91
C 3.50 6.74 1.07
C -1.08 -3.83 3.62
H -2.39 -11.10 0.93
C -0.96 0.92 -1.88
C -2.43 -3.53 3.02
*
```

The following is a DFT calculation (ωB97M-V/def2-TZVPD) of a single C2H3NO3S molecule in a non-equilibrium geometry.

Computed properties:
Maximum force, eV/Å: 6.02
Electronic energy, eV: -20585.748
Relative energy (zero: lowest compared OMol25 entry of this formula, charge and spin), kcal/mol: 0.00
HOMO (alpha / beta), eV: -7.947 / -10.933

Structure (ORCA input):
```
! RIJCOSX wB97M-V def2-TZVPD def2/J DEFGRID3
* xyz 0 3
O -4.05 -0.86 -0.21
H 2.59 -0.77 0.34
N -1.71 -0.20 -0.34
C 1.89 -0.01 -0.10
S -2.89 -0.62 0.54
O -0.35 1.32 0.71
H 1.95 0.99 0.39
C -0.46 0.31 0.10
O 0.58 -0.39 -0.38
H 2.45 0.25 -1.05
*
```

The following is a DFT calculation (ωB97M-V/def2-TZVPD) of a molecular structure, C8H19O21PS6 in a non-equilibrium geometry.

Computed properties:
Maximum force, eV/Å: 6.12
Electronic energy, eV: -125895.927
HOMO, eV: -10.080

Structure (ORCA input):
```
! RIJCOSX wB97M-V def2-TZVPD def2/J DEFGRID3
* xyz 0 1
O 0.35 5.16 1.85
C 1.03 5.29 0.61
H 2.99 4.55 -0.03
O -1.05 -3.29 1.69
O -2.46 3.54 -3.86
S 1.40 -0.14 -0.64
H -1.51 -5.90 1.52
O 2.66 4.36 2.02
O -0.79 4.77 -5.69
H -1.93 2.71 -4.12
H 1.82 -2.42 1.86
C -3.05 -0.72 1.55
H -3.33 -1.29 0.66
H -3.31 0.33 1.41
C -1.01 -6.55 0.80
H -1.27 -5.06 -0.76
O 2.36 -0.03 -1.72
O -2.64 -7.65 -2.08
S -1.52 -7.93 -1.22
C -0.53 -5.79 -0.43
O -1.92 -7.53 0.30
P -1.24 4.83 -4.00
C 1.97 -0.24 1.78
O 2.13 4.77 -4.83
O -0.39 -6.77 -1.45
S 1.40 4.68 3.00
C -3.70 -1.32 2.80
H -3.65 -0.62 3.64
O 0.01 0.23 -0.79
S 1.51 5.10 -3.27
C 2.19 4.30 0.67
H -4.74 -1.61 2.63
H 0.43 -5.28 -0.25
O 1.74 5.83 3.82
O -0.55 -1.89 3.75
O 0.93 3.43 3.56
H -0.18 -7.08 1.29
H -0.40 5.65 -5.96
H 3.25 -1.81 0.97
H 1.54 2.31 -4.77
H 2.74 0.04 2.50
O -1.65 -0.87 1.75
S 2.67 3.15 -4.74
H 0.98 -0.16 2.25
H 1.39 6.32 0.52
O -2.91 -2.46 3.13
O 2.57 4.46 -2.29
O 1.47 -1.65 -0.04
O 0.04 4.30 -2.95
H 0.35 5.07 -0.22
S -1.38 -2.23 2.61
H 1.85 3.27 0.48
O -0.85 -9.21 -1.20
O 2.00 0.64 0.66
C 2.19 -1.63 1.20
*
```

The following is a DFT calculation (ωB97M-V/def2-TZVPD) of a molecular structure, C24H34N5O3SSe2Te2Tl in a non-equilibrium geometry.

Computed properties:
Maximum force, eV/Å: 3.04
Electronic energy, eV: -199841.548
Relative energy (zero: lowest compared OMol25 entry of this formula, charge and spin), kcal/mol: 9.83
HOMO, eV: 0.220

Structure (ORCA input):
```
! RIJCOSX wB97M-V def2-TZVPD def2/J DEFGRID3
* xyz -2 1
Se -2.80 -3.94 4.03
H 6.42 -1.36 3.73
Te -2.23 -3.39 6.36
H -4.75 -0.59 -0.11
H -4.34 -1.47 2.72
H 4.08 -1.27 4.41
C -0.74 2.32 -5.78
C 0.37 0.09 -2.79
N -2.63 2.01 1.86
H 5.96 -1.80 2.03
H 4.41 -2.89 3.68
H 0.47 3.25 -7.31
O 2.21 1.28 -1.67
C -4.57 0.47 0.23
S 2.80 -1.62 2.44
C 0.35 -2.04 -4.19
H -3.15 3.15 0.15
C 1.14 0.69 -1.56
H 2.63 2.35 -6.23
H 1.77 0.38 1.59
H -1.71 -0.57 -2.66
H 3.57 0.55 1.71
N -2.61 0.03 3.21
C -3.44 3.07 1.22
C 1.59 1.48 -4.59
H -1.82 0.44 3.66
N -0.90 -0.14 -2.19
C -4.98 -0.65 2.35
C 1.63 2.18 -5.79
C 2.05 -3.74 -3.98
H 2.55 -4.60 -4.52
H -5.53 1.06 0.16
C 4.33 -1.82 3.50
H 5.48 -0.20 2.77
H 2.68 -1.23 -1.89
C 2.58 -3.06 -2.93
H -3.21 4.04 1.71
C 2.64 0.26 2.26
C 2.11 -1.79 -2.60
H -5.46 -0.20 3.24
C 2.56 1.06 3.52
C 0.39 1.08 -4.03
H 3.45 -3.45 -2.45
O 1.63 -2.06 3.33
C 5.66 -1.29 2.95
C -1.27 2.42 2.23
C 0.99 -1.21 -3.21
H 2.57 1.24 -4.15
Te 0.04 -1.50 6.36
H 1.66 0.79 4.10
H -1.81 1.31 -4.21
C -0.79 1.55 -4.58
H -3.76 0.91 -0.38
O -1.78 -0.24 -0.04
H 2.46 2.12 3.31
N -4.25 0.37 1.67
Tl -1.51 -1.83 1.92
Se -1.63 -0.23 7.67
C 0.48 2.68 -6.38
C 0.86 -3.26 -4.53
N 0.43 0.43 -0.40
H -1.24 3.53 2.34
H -0.60 2.14 1.39
H -1.03 1.89 3.11
H 0.39 -3.75 -5.39
H -5.75 -1.06 1.70
H -0.49 -1.59 -4.76
C -3.13 0.82 2.25
H 3.45 0.92 4.16
H -4.49 2.82 1.33
C -0.81 0.00 -0.82
H -1.65 2.64 -6.21
*
```

The following is a DFT calculation (ωB97M-V/def2-TZVPD) of 2 unconnected molecules or ions with the total composition C6H12N2 in a non-equilibrium geometry.

Computed properties:
Maximum force, eV/Å: 2.66
Electronic energy, eV: -9396.016
Relative energy (zero: lowest compared OMol25 entry of this formula, charge and spin), kcal/mol: 19.23
SMILES string: Cc1c[nH]cn1.CC
HOMO, eV: -8.711

Structure (ORCA input):
```
! RIJCOSX wB97M-V def2-TZVPD def2/J DEFGRID3
* xyz 0 1
H -2.31 -1.53 1.36
H -1.93 1.21 2.80
C 0.78 0.68 -1.01
N 0.43 -0.42 -1.74
H -0.72 2.22 -1.43
C -2.63 -0.52 1.61
H 1.13 2.66 -1.18
H -0.73 0.33 1.78
C -1.60 0.23 2.45
H 1.76 0.72 1.11
N 1.39 -1.06 0.11
H -1.32 -0.18 3.42
C 0.34 2.00 -1.54
H 1.80 -1.67 0.80
H 1.20 -2.46 -1.35
H -2.78 0.04 0.67
H -3.59 -0.57 2.14
C 1.32 0.34 0.21
C 0.84 -1.49 -1.06
H 0.57 1.95 -2.63
*
```

The following is a DFT calculation (ωB97M-V/def2-TZVPD) of a molecular structure, C31H24N6O3Os.

Computed properties:
Maximum force, eV/Å: 0.64
Electronic energy, eV: -50084.254
HOMO (alpha / beta), eV: -6.658 / -7.577

Structure (ORCA input):
```
! RIJCOSX wB97M-V def2-TZVPD def2/J DEFGRID3
* xyz 0 5
C -5.73 2.62 -1.72
N 0.12 2.91 -0.44
C -4.45 3.07 -1.50
H 1.95 4.50 -0.76
H 4.15 -2.51 2.61
H -6.51 3.31 -2.01
C 4.46 -1.46 -0.58
C -3.69 0.83 -0.97
C -5.00 0.38 -1.20
H -0.72 -3.81 2.41
H -3.47 -2.45 5.40
N -0.70 -1.54 0.99
H 0.29 -3.57 -4.83
C 4.84 -1.80 0.71
H 4.16 5.53 -0.39
C 0.66 -3.02 -2.79
C -2.91 -2.27 4.49
N 0.85 -2.21 -0.49
H -2.01 -4.22 4.46
N -0.37 -1.01 -2.05
C 4.59 2.65 1.33
H 1.81 -2.75 1.90
H -2.01 3.89 -1.08
C 2.17 -2.07 -0.10
C 0.11 -2.85 -4.04
C 2.38 2.73 0.36
O 3.16 0.85 1.70
C -0.71 -1.75 -4.28
C -3.00 -1.05 3.84
C 3.88 -2.26 1.59
H -4.23 4.13 -1.62
C 3.34 2.05 1.12
O -2.80 -0.09 -0.62
C 1.05 2.18 0.10
O 0.83 0.91 0.44
H 2.86 -1.28 -1.99
C -3.41 2.21 -1.12
N -1.05 2.18 -0.61
C -6.00 1.26 -1.57
H -5.20 -0.67 -1.07
Os -0.94 0.20 -0.12
C -1.36 -3.04 2.81
H -1.56 0.02 -3.37
H 5.31 2.10 1.93
H -7.00 0.88 -1.73
C -0.93 -0.86 -3.25
C -1.45 -1.81 2.15
H -3.63 -0.26 4.24
H -2.37 0.14 2.19
H 5.87 -1.70 1.02
C -2.28 -0.82 2.68
C 3.14 -1.58 -0.99
H -1.17 -1.58 -5.24
C 3.93 4.57 0.03
C 0.39 -2.08 -1.80
C 2.55 -2.40 1.20
C 4.88 3.88 0.80
H 5.85 4.32 0.98
H 2.30 0.49 1.42
H 5.19 -1.08 -1.28
C -2.11 2.82 -0.93
C -2.09 -3.26 3.97
H 1.28 -3.87 -2.54
N -0.13 -2.63 0.44
C 2.70 3.99 -0.18
*
```